1.
ORCA calculation (ωB97M-V with the def2-TZVPD basis set) on a molecular structure, C42H47ClIN3NiO6Si4Te at a distorted geometry.

Calculated values
Molecular weight: 1150.8 u
F_max: 2.92 eV Å⁻¹
<S²>: 2.007
Energy relative to the best compared isomer or geometry (same formula, charge and spin): 144.23 kJ/mol
Frontier orbital gap (alpha / beta): 4.76 / 4.74 eV
Total energy: -161548.24396 eV
HOMO energy (alpha / beta): -1.637 / -1.622 eV
LUMO energy (alpha / beta): 3.12 / 3.12 eV
Net charge: -2
Spin multiplicity: 3

Positions of all 106 atoms, in Å:
Ni: 0.776 0.432 1.032
O: -3.493 2.338 4.744
C: -2.976 3.463 4.305
O: -3.286 4.570 4.729
C: -1.750 3.240 3.401
C: -0.959 4.253 2.942
Cl: -0.999 5.948 3.175
N: 0.037 3.645 2.216
N: -0.156 2.294 2.144
C: -1.175 2.050 2.932
C: -1.586 0.609 2.965
O: -2.594 0.308 3.666
O: -0.877 -0.180 2.389
C: 1.279 4.226 1.549
C: 1.206 5.195 0.579
C: 2.365 5.665 0.052
C: 3.606 5.296 0.521
C: 3.687 4.301 1.505
C: 2.499 3.750 2.001
H: -3.165 1.427 4.280
H: 0.207 5.453 0.137
H: 2.276 6.463 -0.706
H: 4.472 5.812 0.091
H: 4.599 3.987 1.941
H: 2.609 3.042 2.817
C: 2.906 -1.658 4.257
C: 4.301 -1.465 3.928
C: 4.541 -0.665 2.823
C: 3.466 -0.031 2.098
C: 2.096 -0.192 2.428
C: 1.870 -0.977 3.621
C: 3.746 0.682 0.832
C: 5.081 1.100 0.433
C: 5.226 1.823 -0.670
C: 4.178 2.040 -1.556
C: 4.393 2.567 -2.861
C: 3.333 2.654 -3.760
C: 2.066 2.217 -3.387
C: 1.875 1.522 -2.185
C: 2.911 1.460 -1.252
N: 2.743 0.847 -0.029
H: 2.731 -2.407 5.058
H: 5.037 -1.923 4.592
H: 5.611 -0.478 2.509
H: 0.927 -1.097 4.118
H: 5.901 0.976 1.149
H: 6.209 2.074 -1.075
H: 5.377 2.817 -3.127
H: 3.510 3.159 -4.675
H: 1.224 2.262 -4.051
H: 0.954 1.050 -2.097
I: -2.744 7.343 -3.316
C: -2.310 5.467 -2.571
C: -3.358 4.686 -2.051
C: -3.072 3.544 -1.334
C: -1.769 3.050 -1.222
C: -0.760 3.744 -1.858
C: -1.021 4.989 -2.504
C: -1.553 1.766 -0.439
O: -2.578 1.258 0.040
O: -0.372 1.404 -0.295
H: -4.327 5.103 -2.165
H: -3.926 2.979 -1.005
H: 0.280 3.333 -1.772
H: -0.241 5.663 -2.944
C: -0.673 -5.951 1.347
Si: -1.363 -4.140 1.205
C: -0.360 -3.263 2.455
C: -3.142 -4.362 1.754
Si: -1.176 -3.312 -0.942
Te: 1.033 -2.118 -0.855
Si: -0.814 -5.170 -2.434
C: -0.835 -4.348 -4.173
C: -1.976 -6.656 -2.311
C: 0.931 -5.825 -2.244
Si: -3.017 -2.022 -1.704
C: -2.450 -0.697 -2.832
C: -4.118 -3.280 -2.533
C: -3.822 -1.297 -0.193
H: -1.090 -6.313 2.270
H: 0.359 -5.976 1.537
H: -0.989 -6.750 0.689
H: 0.094 -3.955 3.175
H: -0.784 -2.480 3.012
H: 0.480 -2.872 1.885
H: -3.339 -5.008 2.591
H: -3.679 -4.546 0.801
H: -3.447 -3.376 2.118
H: -1.865 -4.131 -4.608
H: -0.182 -4.944 -4.816
H: -0.348 -3.358 -3.972
H: -2.993 -6.470 -2.535
H: -2.013 -7.113 -1.317
H: -1.677 -7.499 -2.981
H: 1.571 -4.958 -2.065
H: 1.358 -6.167 -3.269
H: 1.172 -6.578 -1.508
H: -1.886 -0.015 -2.176
H: -3.227 -0.129 -3.329
H: -1.672 -0.967 -3.574
H: -3.727 -3.887 -3.343
H: -5.016 -2.787 -2.860
H: -4.456 -4.076 -1.800
H: -3.057 -0.894 0.426
H: -4.287 -2.092 0.344
H: -4.582 -0.493 -0.327

2.
ORCA calculation (ωB97M-V with the def2-TZVPD basis set) on a molecular structure, C42H47N6P2Sr at a distorted geometry.

Calculated values
Molecular weight: 785.4 u
F_max: 3.85 eV Å⁻¹
Energy relative to the best compared isomer or geometry (same formula, charge and spin): 24.58 kJ/mol
Frontier orbital gap: 7.87 eV
Total energy: -72666.10075 eV
HOMO energy: -9.766 eV
LUMO energy: -1.90 eV
Net charge: +1

Positions of all 98 atoms, in Å:
Sr: 0.120 -1.021 1.361
C: -0.091 1.777 2.815
C: 0.038 1.098 4.216
N: 0.125 -0.351 4.015
C: -0.798 -1.213 4.677
C: -1.729 -2.066 3.830
N: -2.112 -1.589 2.536
C: -2.962 -0.464 2.359
C: -2.517 0.894 2.697
N: -1.244 1.264 2.062
H: 0.841 1.610 2.341
H: -0.246 2.791 3.064
H: -0.859 1.380 4.693
H: 0.871 1.543 4.784
H: 1.088 -0.648 4.222
H: -1.396 -0.718 5.390
H: -0.373 -2.030 5.262
H: -2.556 -2.282 4.568
H: -1.258 -3.065 3.766
H: -2.538 -2.363 2.063
H: -3.945 -0.556 2.960
H: -3.379 -0.503 1.353
H: -2.420 1.034 3.762
H: -3.330 1.586 2.318
H: -1.360 2.006 1.374
N: 0.211 1.599 -2.071
P: -0.734 2.783 -1.274
C: 0.141 4.303 -1.678
C: 0.213 4.897 -2.952
C: 1.120 5.894 -3.202
C: 1.968 6.361 -2.204
C: 1.903 5.824 -0.936
C: 0.972 4.861 -0.678
C: -2.121 2.726 -2.423
C: -3.240 3.561 -2.294
C: -4.369 3.447 -3.028
C: -4.472 2.477 -4.018
C: -3.331 1.670 -4.235
C: -2.190 1.809 -3.493
P: 1.220 0.504 -1.306
C: 2.913 1.058 -1.808
C: 3.396 1.514 -3.056
C: 4.750 1.794 -3.298
C: 5.625 1.803 -2.233
C: 5.145 1.490 -0.984
C: 3.850 1.108 -0.792
C: 1.028 -1.091 -2.145
C: -0.135 -1.342 -2.863
C: -0.282 -2.672 -3.408
C: 0.704 -3.622 -3.218
C: 1.799 -3.332 -2.402
C: 1.984 -2.079 -1.861
H: 0.492 1.809 -3.057
H: -0.392 4.413 -3.764
H: 1.106 6.400 -4.181
H: 2.663 7.104 -2.420
H: 2.589 6.194 -0.147
H: 0.821 4.465 0.303
H: -3.233 4.362 -1.541
H: -5.190 4.122 -2.886
H: -5.370 2.189 -4.478
H: -3.379 1.027 -5.115
H: -1.357 1.221 -3.734
H: 2.796 1.613 -3.988
H: 5.092 2.124 -4.249
H: 6.656 2.059 -2.443
H: 5.811 1.486 -0.123
H: 3.494 0.702 0.121
H: -0.811 -0.568 -3.040
H: -1.241 -2.852 -3.939
H: 0.609 -4.563 -3.720
H: 2.623 -3.995 -2.216
H: 2.786 -1.825 -1.273
C: -0.398 -4.482 0.915
N: 0.538 -3.469 1.424
C: 1.804 -3.725 1.572
C: 2.786 -2.821 2.038
C: 4.197 -3.030 2.159
C: 4.671 -1.735 2.347
C: 3.630 -0.864 2.360
N: 2.472 -1.461 2.131
C: -1.882 -4.203 0.890
C: -2.536 -3.322 -0.062
C: -3.930 -2.961 0.155
C: -4.633 -3.394 1.253
C: -4.021 -4.312 2.179
C: -2.698 -4.696 1.901
H: -0.214 -5.381 1.468
H: -0.127 -4.790 -0.081
H: 2.184 -4.759 1.491
H: 4.758 -3.973 2.162
H: 5.633 -1.455 2.738
H: 3.799 0.169 2.522
H: -1.991 -3.021 -0.914
H: -4.339 -2.249 -0.524
H: -5.678 -3.091 1.375
H: -4.487 -4.586 3.181
H: -2.142 -5.336 2.585

The highest molecular weight belongs to which entry? C42H47ClIN3NiO6Si4Te

The lowest net charge belongs to which entry? C42H47ClIN3NiO6Si4Te